1.
DFT (wB97M-V/def2-TZVPD) results for C33H19Cl5HfN8 as an isolated structure at a distorted geometry.

Cartesian coordinates (Å):
Hf 0.641 0.332 -0.235
C -1.781 -4.085 -3.586
C -1.262 -4.653 -2.412
C -0.672 -3.910 -1.391
C -0.747 -2.514 -1.462
C -1.274 -1.909 -2.641
C -1.937 -2.676 -3.613
N -0.146 -1.711 -0.422
C 0.250 -2.285 0.822
C -0.600 -3.168 1.606
C -0.064 -3.754 2.685
C 1.269 -3.541 3.192
C 2.039 -2.619 2.500
C 1.511 -1.948 1.338
N 2.110 -0.841 0.842
N 3.329 -0.483 1.363
C 3.691 0.691 0.825
C 4.905 1.274 1.258
C 5.265 2.493 0.640
C 4.340 3.125 -0.223
C 3.195 2.519 -0.581
N 2.873 1.332 -0.072
H -2.159 -4.655 -4.418
H -1.379 -5.701 -2.305
H -0.184 -4.393 -0.534
H -1.375 -0.824 -2.622
H -2.524 -2.227 -4.392
H -1.607 -3.114 1.250
H -0.684 -4.422 3.247
H 1.593 -4.013 4.138
H 2.970 -2.258 2.840
H 5.607 0.662 1.824
H 6.197 3.045 0.806
H 4.471 4.185 -0.536
H 2.468 2.893 -1.272
Cl -0.723 3.455 -1.644
C 0.054 2.272 -2.764
C 0.689 1.152 -2.255
C 1.402 0.329 -3.062
Cl 2.122 -1.099 -2.385
C 1.398 0.560 -4.492
Cl 2.516 -0.328 -5.397
C 0.637 1.628 -5.028
Cl 0.656 1.845 -6.767
C -0.168 2.452 -4.177
Cl -1.258 3.570 -4.810
N -1.406 0.813 -0.346
C -2.568 0.613 -0.632
N -3.751 0.440 -1.029
C -4.685 -0.290 -0.481
N -5.703 -0.752 -0.169
C 0.173 1.746 1.636
C -1.072 1.880 2.358
C -1.941 2.984 2.077
C -2.983 3.202 2.877
C -3.190 2.389 4.009
C -2.364 1.264 4.258
C -1.348 0.944 3.395
C -4.232 2.694 4.929
N -5.068 3.034 5.705
H 0.986 1.496 2.311
H 0.340 2.668 1.057
H -1.766 3.614 1.171
H -3.754 3.905 2.634
H -2.584 0.626 5.101
H -0.734 0.046 3.461

Output
- Relative energy (zero: lowest compared OMol25 entry of this formula, charge and spin): 5.9 kcal per mole
- HOMO level (alpha / beta): -7.7 / -7.7 eV
- Molecular weight: 883.33 g mol⁻¹
- Kohn-Sham gap (alpha / beta): 4.416 / 4.413 eV

=====

2.
DFT (wB97M-V/def2-TZVPD) results for C25H23HfN7O5S4 as an isolated structure.

Cartesian coordinates (Å):
Hf 0.626 0.278 0.332
N 1.674 -5.165 -5.715
C 1.345 -4.612 -4.491
C 0.006 -4.498 -4.101
C -0.330 -3.907 -2.900
C 0.674 -3.401 -2.081
C 2.009 -3.513 -2.448
C 2.342 -4.115 -3.646
S 0.260 -2.663 -0.544
O 1.509 -2.108 0.002
O -0.493 -3.602 0.222
N -0.473 -1.265 -0.807
C -1.628 -0.822 -1.367
N -1.670 0.522 -1.253
C -2.748 1.128 -1.714
C -3.779 0.417 -2.316
C -3.612 -0.953 -2.406
N -2.542 -1.595 -1.935
H 0.985 -5.765 -6.136
H 2.616 -5.501 -5.816
H -0.772 -4.884 -4.749
H -1.365 -3.824 -2.595
H 2.777 -3.123 -1.791
H 3.383 -4.204 -3.935
H -2.781 2.206 -1.604
H -4.661 0.907 -2.697
H -4.369 -1.575 -2.872
S 1.380 4.740 -1.038
C 0.660 4.851 0.509
C 0.350 3.627 1.022
C 0.685 2.539 0.162
C 1.245 3.017 -0.994
C 1.681 2.134 -2.055
C 2.279 2.555 -3.241
C 2.652 1.620 -4.183
C 2.420 0.273 -3.932
C 1.826 -0.071 -2.737
N 1.463 0.824 -1.814
H 0.508 5.819 0.961
H -0.115 3.505 1.990
H 2.445 3.611 -3.407
H 3.118 1.935 -5.107
H 2.693 -0.497 -4.639
H 1.625 -1.103 -2.500
C 3.090 -3.526 3.960
C 3.585 -2.802 2.746
C 4.401 -3.412 1.800
C 4.773 -2.644 0.714
N 4.342 -1.402 0.526
C 3.530 -0.921 1.469
S 2.910 0.726 1.226
N 3.179 -1.544 2.591
H 3.722 -4.379 4.204
H 2.077 -3.890 3.773
H 3.047 -2.843 4.806
H 4.746 -4.429 1.921
H 5.440 -3.040 -0.046
C -0.392 0.523 4.141
S -0.958 -0.236 2.658
O -1.065 0.851 1.626
O -2.178 -0.925 2.916
O 0.178 -1.033 2.137
H -1.148 1.229 4.476
H 0.557 1.015 3.932
H -0.258 -0.268 4.875

Output
- Relative energy (zero: lowest compared OMol25 entry of this formula, charge and spin): 8.5 kcal per mole
- HOMO level: -8.2 eV
- Molecular weight: 808.26 g mol⁻¹
- Kohn-Sham gap: 8.119 eV

=====

3.
DFT (wB97M-V/def2-TZVPD) results for a 6-piece molecular cluster, C33H72N3O7 overall at a distorted geometry.

Cartesian coordinates (Å):
C -2.935 1.501 3.085
C -2.603 1.623 1.493
N -1.669 0.801 1.043
C -3.466 2.675 0.640
C -2.665 3.969 0.087
N -2.683 3.962 -1.442
C -2.052 2.933 -1.912
O -1.375 2.025 -2.432
C -1.183 4.178 0.687
C -0.671 5.724 0.583
C 0.800 5.734 1.313
C -0.378 6.150 -0.951
N -1.510 6.703 1.352
O -1.640 7.754 0.523
C -2.892 6.197 1.643
C -3.833 7.537 1.743
C -3.018 5.526 3.132
C -3.548 5.301 0.482
H -2.221 2.111 3.737
H -2.924 0.383 3.393
H -4.005 1.882 3.268
H -1.616 0.980 0.023
H -4.325 3.027 1.337
H -4.000 2.060 -0.188
H -0.362 3.554 0.156
H -1.083 3.901 1.808
H 1.498 4.935 0.872
H 0.639 5.496 2.440
H 1.292 6.774 1.286
H 0.248 5.278 -1.402
H 0.310 7.079 -1.036
H -1.314 6.246 -1.600
H -4.796 7.240 2.322
H -3.345 8.370 2.360
H -4.204 7.887 0.711
H -2.664 4.439 3.164
H -4.152 5.497 3.379
H -2.489 6.210 3.885
H -4.650 5.039 0.705
H -3.590 5.981 -0.461
C -4.855 0.124 -5.931
C -6.075 0.928 -5.511
O -5.967 1.482 -4.206
C -4.889 2.385 -3.991
C -4.932 3.606 -4.894
H -4.668 -0.687 -5.219
H -5.007 -0.307 -6.924
H -3.955 0.739 -5.969
H -6.944 0.266 -5.497
H -6.298 1.714 -6.239
H -3.933 1.859 -4.083
H -4.961 2.714 -2.950
H -4.857 3.337 -5.950
H -4.105 4.280 -4.660
H -5.874 4.146 -4.761
C 2.364 0.834 0.532
C 2.644 2.179 -0.102
O 3.694 2.897 0.532
C 4.971 2.270 0.541
C 5.518 1.989 -0.848
H 2.117 0.955 1.592
H 1.525 0.345 0.028
H 3.224 0.164 0.473
H 1.746 2.796 -0.016
H 2.849 2.079 -1.173
H 4.938 1.356 1.144
H 5.651 2.954 1.057
H 4.881 1.302 -1.408
H 6.514 1.543 -0.781
H 5.588 2.916 -1.426
C 5.571 -4.586 -1.573
C 4.522 -4.235 -0.531
O 4.230 -2.845 -0.464
C 3.723 -2.250 -1.652
C 2.419 -2.868 -2.128
H 6.500 -4.040 -1.379
H 5.781 -5.658 -1.556
H 5.245 -4.326 -2.582
H 4.898 -4.523 0.455
H 3.603 -4.808 -0.688
H 4.482 -2.274 -2.441
H 3.549 -1.194 -1.424
H 2.534 -3.924 -2.378
H 2.056 -2.349 -3.019
H 1.656 -2.798 -1.347
C 1.493 -4.208 2.573
C 0.443 -3.858 3.616
O 0.152 -2.469 3.683
C -0.355 -1.872 2.495
C -1.661 -2.486 2.019
H 2.422 -3.662 2.767
H 1.704 -5.281 2.589
H 1.167 -3.947 1.564
H 0.819 -4.146 4.602
H -0.476 -4.431 3.458
H 0.404 -1.896 1.706
H -0.526 -0.816 2.723
H -1.548 -3.543 1.767
H -2.023 -1.967 1.129
H -2.423 -2.416 2.800
C 1.288 -9.716 0.503
C 2.669 -9.374 -0.032
O 3.232 -8.207 0.554
C 3.425 -8.238 1.962
C 4.352 -9.349 2.423
H 0.600 -8.878 0.349
H 0.890 -10.597 -0.006
H 1.306 -9.928 1.574
H 2.591 -9.177 -1.104
H 3.354 -10.220 0.077
H 2.458 -8.292 2.474
H 3.865 -7.275 2.239
H 3.958 -10.338 2.179
H 4.494 -9.302 3.505
H 5.328 -9.258 1.937

Output
- HOMO level (alpha / beta): -9.3 / -9.3 eV
- ⟨S²⟩: 0.754
- Molecular weight: 622.95 g mol⁻¹
- Multiplicity: 2
- Kohn-Sham gap (alpha / beta): 9.756 / 8.903 eV

=====

4.
DFT (wB97M-V/def2-TZVPD) results for one molecule with the formula C24H27N5O2S at a distorted geometry.

Cartesian coordinates (Å):
C -6.436 -1.091 -2.656
C -5.654 -1.265 -1.359
N -4.222 -1.344 -1.595
C -3.637 -0.066 -1.948
C -2.169 -0.248 -2.350
N -1.416 -0.863 -1.271
C -0.863 -0.078 -0.294
N -1.043 -0.408 0.966
C -0.548 0.397 1.928
C -0.729 0.074 3.283
C -0.309 0.950 4.249
C 0.310 2.162 3.906
C 0.522 2.492 2.593
C 0.111 1.606 1.585
N 0.437 1.837 0.295
C 0.018 1.015 -0.622
C 0.683 1.115 -1.953
C 0.637 2.416 -2.531
N 0.560 3.458 -2.997
S 2.500 0.673 -1.650
O 2.896 -0.061 -2.820
O 3.253 1.833 -1.289
C 2.383 -0.442 -0.252
C 1.820 -1.689 -0.432
C 1.652 -2.503 0.674
C 2.034 -2.080 1.942
C 1.813 -2.966 3.127
C 2.624 -0.820 2.104
C 3.060 -0.344 3.453
C 2.790 -0.007 0.992
C -2.039 -2.105 -0.852
C -3.503 -1.903 -0.463
H -6.299 -0.099 -3.078
H -6.106 -1.828 -3.383
H -7.496 -1.234 -2.465
H -5.905 -0.451 -0.656
H -5.954 -2.209 -0.897
H -3.690 0.651 -1.105
H -4.178 0.356 -2.794
H -2.114 -0.909 -3.220
H -1.758 0.729 -2.607
H -1.226 -0.852 3.530
H -0.460 0.715 5.293
H 0.623 2.834 4.691
H 1.004 3.411 2.301
H 0.371 0.348 -2.660
H 1.528 -2.009 -1.420
H 1.208 -3.480 0.553
H 1.343 -3.899 2.831
H 2.759 -3.191 3.617
H 1.175 -2.467 3.855
H 3.476 0.657 3.387
H 2.215 -0.324 4.141
H 3.814 -1.011 3.868
H 3.224 0.978 1.073
H -1.984 -2.793 -1.699
H -1.477 -2.501 -0.008
H -3.550 -1.247 0.423
H -3.944 -2.868 -0.208

Output
- SMILES: CCN1CCN(c2nc3ccccc3nc2[C@@H](C#N)S(=O)(=O)c2ccc(C)c(C)c2)CC1
- Relative energy (zero: lowest compared OMol25 entry of this formula, charge and spin): 59.8 kcal per mole
- HOMO level: -8.4 eV
- Molecular weight: 449.58 g mol⁻¹
- Kohn-Sham gap: 7.849 eV